(1)
C30H70N8O26 | ωB97M-V/def2-TZVPD

Summary:
* gap between HOMO and LUMO: 1.2 eV
* strongest force on any atom: 7.07 eV/Å
* total charge: +2

The geometry in XYZ format:
```
134
Properties=species:S:1:pos:R:3:lowdin_charge:R:1
C 4.1392 -4.4956 0.6136 0.0481
C 3.8210 -6.0249 0.6700 -0.3229
O 4.5139 -6.9389 0.1837 0.1288
N 2.5160 -6.3459 1.3057 0.1036
H 2.2826 -5.5472 1.8781 0.1746
H 1.8584 -6.6217 0.5904 0.1823
C 2.6206 -7.5491 2.2248 0.0311
H 5.1664 -4.3287 0.2893 0.1035
H 4.2439 -4.0480 1.6019 0.1104
H 3.5080 -4.0298 -0.1432 0.0989
H 3.3789 -7.4826 3.0049 0.1240
H 3.0225 -8.3723 1.6341 0.0962
H 1.6196 -7.8234 2.5579 0.1110
C 2.5736 2.6842 7.4420 0.0125
C 3.7105 3.6093 7.8303 -0.3310
O 3.4355 4.7189 8.2997 0.1266
N 5.1635 3.1089 7.7183 0.1165
H 5.3298 2.9898 6.7292 0.1863
H 5.7004 3.8657 8.1170 0.1702
C 5.3618 1.8684 8.6145 0.0650
H 2.8106 2.1250 6.5369 0.1029
H 1.7246 3.2346 7.0365 0.0960
H 2.2509 2.0090 8.2346 0.1022
H 4.8171 1.0814 8.0929 0.1111
H 5.0119 2.1708 9.6015 0.1135
H 6.4317 1.6660 8.5650 0.1159
C -1.8413 1.4029 -8.9787 0.0206
C -2.5693 1.1409 -10.2288 -0.3528
O -2.1308 0.4642 -11.1533 0.1688
N -4.0161 1.7065 -10.3222 0.1193
H -4.2319 2.0303 -9.3902 0.1572
H -3.9807 2.3949 -11.0604 0.1785
C -5.0428 0.5753 -10.7594 0.0624
H -2.0724 2.4024 -8.6104 0.1014
H -0.7525 1.4520 -8.9963 0.1264
H -2.0719 0.6600 -8.2152 0.1092
H -4.9647 -0.3772 -10.2352 0.1060
H -5.0861 0.6353 -11.8469 0.1095
H -5.9888 1.0165 -10.4452 0.0932
C 1.6870 -5.4127 -7.2765 0.0491
C 1.9377 -5.8841 -5.8058 -0.3347
O 2.4028 -5.2272 -4.8642 0.1624
N 1.3186 -7.2051 -5.5151 0.0799
H 0.5251 -6.9794 -4.9324 0.1760
H 0.7623 -7.5505 -6.2841 0.1698
C 2.2584 -8.2238 -4.8360 0.0600
H 2.3043 -4.5276 -7.4300 0.1131
H 0.6376 -5.1187 -7.2968 0.0966
H 2.0486 -6.1217 -8.0213 0.1015
H 3.1741 -8.3568 -5.4120 0.1169
H 1.7421 -9.1503 -4.5847 0.1082
H 2.6517 -7.7284 -3.9484 0.0987
C -6.0440 0.5806 9.8327 0.0249
C -4.9272 -0.0736 8.9608 -0.3328
O -4.9092 -1.2754 8.7634 0.1794
N -3.8821 0.8665 8.4364 0.0928
H -4.1990 1.7676 8.7645 0.1658
H -3.0369 0.7476 8.9764 0.1880
C -3.6726 0.7706 6.9500 0.0438
H -6.4898 1.4656 9.3786 0.0862
H -5.6667 1.0806 10.7247 0.0966
H -7.0033 0.0974 10.0184 0.1052
H -4.6246 1.0862 6.5232 0.1147
H -3.4894 -0.2597 6.6449 0.1165
H -2.9381 1.4024 6.4505 0.1169
C -5.1675 -2.8929 -5.7051 0.0230
C -6.6241 -3.2549 -5.9447 -0.3762
O -7.0606 -3.4216 -7.0445 0.1807
N -7.4670 -3.0971 -4.7159 0.1175
H -7.7476 -3.9411 -4.2374 0.1866
H -7.0901 -2.5680 -3.9425 0.1690
C -8.7118 -2.2371 -5.0645 0.0624
H -4.6981 -3.7503 -5.2227 0.1005
H -4.9943 -2.0720 -5.0093 0.0951
H -4.5323 -2.5748 -6.5318 0.0941
H -9.3024 -2.5229 -4.1941 0.1143
H -9.0524 -2.5244 -6.0593 0.0992
H -8.5958 -1.1541 -5.1070 0.1161
C 0.3558 -0.1114 -2.9185 0.0372
C 0.1800 -0.3536 -1.4425 -0.3465
O 0.0048 -1.4563 -0.9368 0.1166
N 0.1849 0.8435 -0.4984 0.1267
H 0.7447 1.5680 -0.9247 0.1674
H -0.7606 1.1949 -0.4458 0.1820
C 0.8703 0.6283 0.8971 0.0681
H 1.3660 -0.1407 -3.3268 0.1188
H 0.0068 0.9103 -3.0685 0.0966
H -0.2704 -0.8914 -3.3515 0.0902
H 0.2344 0.1216 1.6230 0.1038
H 0.9821 1.6508 1.2578 0.1044
H 1.8715 0.2120 0.7852 0.1121
C 2.3515 7.3750 3.9987 0.0550
C 1.9557 8.6702 4.8008 -0.3261
O 2.7153 9.5337 5.2409 0.1379
N 0.5161 9.1185 4.7018 0.1071
H 0.3306 10.1000 4.5524 0.1781
H 0.1543 8.6843 3.8648 0.1703
C -0.2305 8.7089 6.0177 0.0549
H 1.8554 6.4347 4.2392 0.0928
H 3.4250 7.2912 4.1677 0.0988
H 2.0834 7.4690 2.9464 0.1082
H 0.0641 9.3861 6.8194 0.1065
H -0.2808 7.6584 6.3043 0.1071
H -1.2596 8.9241 5.7299 0.1005
O 6.5880 -0.5786 -6.6754 0.0917
C 5.7240 -0.6943 -7.6378 -1.0236
O 4.6972 -0.0424 -7.6457 -0.0667
O 5.9151 -1.5993 -8.4527 -0.0907
H 6.1560 0.2322 -6.3970 0.0930
O 4.7172 2.1125 -2.6185 0.0474
C 4.3833 3.2806 -3.0548 -0.9725
O 5.1801 3.4815 -3.9611 -0.0087
O 3.3122 3.8099 -2.7751 -0.0585
H 5.2809 2.2416 -3.3847 0.0048
O -4.1920 0.9051 -1.7084 0.0617
C -4.8036 0.1101 -0.8838 -0.9603
O -4.3621 0.0943 0.3082 -0.0876
O -5.7961 -0.4962 -1.2532 -0.0756
H -4.7828 1.0555 -2.4499 0.0889
O 0.7445 -2.2390 6.1844 0.0082
C 1.8457 -2.9676 5.8325 -0.9417
O 1.9064 -3.3164 4.6361 -0.1070
O 2.5799 -3.3074 6.7213 -0.0175
H 0.8325 -2.3183 7.1371 0.0698
O -3.2244 4.4719 1.4476 0.1054
C -2.3447 5.1216 2.1048 -0.9655
O -1.7202 4.6745 3.1035 -0.1396
O -1.9644 6.2035 1.6029 -0.0966
H -3.4337 3.6437 1.8855 0.1063
O 6.9295 0.8225 1.6078 0.0693
C 6.8494 1.3763 2.8228 -0.9005
O 7.6302 1.1246 3.7778 -0.1078
O 5.8912 2.1489 3.0638 -0.1387
H 6.2232 1.3310 1.2027 0.0891
```

=====

(2)
C30H70N9O10Pt | ωB97M-V/def2-TZVPD

Summary:
* expectation value of S²: 2.010
* gap between HOMO and LUMO (spin up / spin down): 8.1 / 6.6 eV
* strongest force on any atom: 2.90 eV/Å
* total charge: +1
* spin multiplicity: 3

The geometry in XYZ format:
```
120
Properties=species:S:1:pos:R:3:mulliken_spin:R:1
Pt 2.4881 -1.8408 -2.5751 1.4670
C 2.3873 0.0317 0.6213 -0.0159
C 1.1533 0.2390 -0.2384 -0.0266
C 0.7377 1.6744 -0.5245 0.0350
O 1.2307 -0.3701 -1.5060 0.3556
H 3.2838 0.1400 -0.0034 0.0101
H 2.6224 -0.9244 1.1038 -0.0028
H 2.4173 0.7185 1.4713 -0.0008
H 0.3274 -0.2948 0.2598 0.0103
H 0.6593 2.3549 0.3306 0.0078
H -0.2098 1.7081 -1.0425 -0.0073
H 1.5721 2.2081 -0.9936 0.0038
C 0.7438 -3.4263 -0.4808 0.0266
O 1.7206 -3.3007 -1.2237 0.0613
N 0.0666 -4.5476 -0.2784 0.0064
C -1.0542 -4.5996 0.5976 0.0016
C 0.4872 -5.7334 -1.0258 0.0003
H 0.3009 -2.5598 0.0293 -0.0105
H -1.9139 -5.2084 0.2990 0.0003
H -1.5258 -3.6751 0.9358 -0.0002
H -0.8053 -5.1121 1.5386 -0.0002
H -0.1062 -5.7686 -1.9450 0.0002
H 1.5073 -5.6618 -1.3897 -0.0010
H 0.3555 -6.6685 -0.4892 0.0000
C -1.4810 0.1337 -5.4957 0.0007
O -2.0506 -0.2074 -6.5172 0.0000
N -2.0093 0.9931 -4.6103 0.0002
C -1.5345 1.1287 -3.2525 0.0057
C -3.2863 1.6301 -4.9281 0.0000
H -0.4544 -0.1408 -5.1991 -0.0012
H -0.6894 0.4865 -2.9873 -0.0106
H -2.3377 0.7358 -2.6230 0.0000
H -1.2009 2.1088 -2.9146 -0.0008
H -3.3775 2.5161 -4.2928 0.0001
H -3.2630 2.0961 -5.9116 0.0000
H -4.1739 1.0164 -4.8034 0.0000
C -1.0822 -4.0374 3.1980 0.0001
O -2.1288 -3.5091 3.5371 0.0000
N 0.0231 -3.4040 2.7990 -0.0001
C 1.1687 -4.1603 2.3349 0.0010
C 0.0519 -1.9328 2.8005 -0.0041
H -0.9378 -5.1328 3.1214 0.0000
H 0.9024 -5.1736 2.0372 0.0000
H 1.8503 -4.3544 3.1732 -0.0001
H 1.8014 -3.7055 1.5748 -0.0007
H 0.1834 -1.6538 1.7527 0.0029
H -0.7771 -1.3889 3.2323 0.0000
H 0.9663 -1.7239 3.3661 0.0003
C 4.4122 0.2989 -4.2726 -0.0026
O 3.5991 -0.2069 -3.4825 0.0416
N 5.4025 1.0824 -3.8887 -0.0011
C 6.2193 1.8038 -4.8784 0.0006
C 5.6465 1.4260 -2.4903 -0.0044
H 4.3553 0.0410 -5.3355 0.0018
H 7.2017 1.9652 -4.4427 0.0000
H 5.7685 2.7849 -5.0369 0.0000
H 6.2762 1.2434 -5.8067 0.0001
H 5.3131 2.4573 -2.3599 0.0002
H 5.0062 0.7662 -1.9078 0.0045
H 6.6669 1.3351 -2.1277 0.0002
C -4.4571 -1.0027 -0.2983 0.0000
O -5.2194 -1.3667 -1.1725 0.0000
N -4.0672 -1.6683 0.8138 0.0000
C -2.9041 -1.1346 1.5061 0.0013
C -4.6678 -2.9091 1.2817 0.0001
H -4.0087 0.0003 -0.3608 0.0000
H -3.2125 -0.2483 2.0728 -0.0001
H -2.0652 -0.9131 0.8471 0.0011
H -2.5980 -1.7992 2.3188 -0.0001
H -3.9307 -3.7105 1.1474 0.0000
H -4.8788 -2.8478 2.3464 0.0000
H -5.5130 -3.1933 0.6628 0.0000
C 0.8294 0.9515 4.2769 0.0000
O 0.0011 1.5409 3.6086 -0.0001
N 0.7684 0.6987 5.5846 0.0000
C 1.8484 -0.0027 6.2648 0.0000
C -0.3866 0.9705 6.3922 0.0000
H 1.7847 0.6461 3.8283 -0.0001
H 2.8171 0.2623 5.8370 0.0000
H 1.7149 -1.0849 6.2525 0.0000
H 1.9369 0.3350 7.2962 0.0000
H -0.1867 1.4457 7.3527 0.0000
H -1.0938 1.5843 5.8336 0.0000
H -0.9737 0.0834 6.6598 0.0000
C -0.4329 -2.8689 -3.8547 0.0053
O 0.3772 -1.9830 -3.5446 0.0208
N -1.5819 -2.9637 -3.1913 0.0223
C -1.8430 -2.0254 -2.0940 -0.0047
C -2.7040 -3.7701 -3.6787 -0.0010
H -0.3146 -3.6078 -4.6521 0.0008
H -0.9853 -1.3782 -1.9506 -0.0055
H -2.0561 -2.6663 -1.2320 0.0022
H -2.7596 -1.4544 -2.2392 0.0003
H -3.4395 -3.1096 -4.1373 0.0007
H -2.3041 -4.4970 -4.3806 0.0003
H -3.1854 -4.2436 -2.8236 0.0009
C 1.8951 7.0456 1.0978 0.0000
O 2.0472 8.1869 1.4505 0.0000
N 2.2305 5.9467 1.8288 -0.0001
C 2.1730 4.5774 1.3446 0.0011
C 2.8154 6.1242 3.1339 0.0000
H 1.4907 6.6968 0.1268 0.0000
H 2.0921 3.9649 2.2429 -0.0003
H 3.0635 4.1688 0.8565 -0.0001
H 1.3131 4.3265 0.7281 -0.0011
H 2.3807 6.9032 3.7574 0.0000
H 2.7108 5.2040 3.7153 0.0000
H 3.8999 6.2850 3.1505 0.0000
C -3.8272 3.0523 0.0883 0.0000
O -4.4741 2.1591 0.6057 0.0000
N -2.6503 3.4944 0.5467 -0.0001
C -2.0753 3.1402 1.8358 0.0008
C -1.6616 4.1956 -0.2806 0.0002
H -4.1671 3.7156 -0.7308 0.0000
H -2.8285 2.5066 2.3068 -0.0001
H -1.8267 3.9647 2.5078 0.0001
H -1.1387 2.5826 1.8000 -0.0005
H -1.9901 4.1294 -1.3207 0.0000
H -1.5177 5.2350 0.0123 0.0001
H -0.7400 3.6239 -0.2109 0.0003
```

=====

(3)
C30H71FIN4O21P2S5 | ωB97M-V/def2-TZVPD

Summary:
* gap between HOMO and LUMO: 8.2 eV
* strongest force on any atom: 1.76 eV/Å
* total charge: +1

The geometry in XYZ format:
```
135
Properties=species:S:1:pos:R:3:lowdin_charge:R:1
C -2.2903 5.1003 1.1211 -0.0788
C -1.3643 5.5834 -0.0024 -0.2029
C -0.6740 4.4893 -0.8414 -0.2053
N -0.3559 3.2751 -0.1161 -0.0067
C 0.7506 2.4557 -0.3010 -0.3009
P 0.8987 2.2393 -2.1950 0.5718
N -0.4873 1.9113 -2.7991 -0.1070
O 1.9045 1.0783 -2.5618 -0.1262
O 1.5252 3.5995 -2.7750 -0.1625
C 0.4187 1.0992 0.3863 -0.1998
C -0.7559 0.3088 -0.1937 -0.2342
C -1.8004 -0.1361 0.8652 -0.7440
C -3.1021 0.6515 0.7399 -0.1623
I -2.2645 -2.2123 0.5138 0.9524
C 1.7013 0.3260 0.8826 -0.2705
C 2.2224 -0.6599 -0.1948 -0.1118
C 3.6600 -0.5746 -0.6916 -0.2421
N 4.6040 -0.7884 0.4237 0.0238
C 1.1734 -0.5433 2.0523 -0.1019
C 2.1508 -1.5348 2.7153 -0.3809
C 2.1025 -1.5245 4.2398 -0.0348
O 1.7282 -2.8664 2.3045 -0.0575
C 2.6106 1.5620 1.2645 -0.1442
P 3.2995 1.6228 2.9656 0.4878
O 4.3065 0.5968 3.1695 -0.1983
O 3.8626 3.1024 3.1645 -0.1142
O 2.0075 1.5415 3.8997 -0.1089
N 2.0609 2.8586 0.6037 -0.0949
C 1.6874 4.0002 1.5091 -0.0539
C 0.8037 3.7173 2.7172 -0.4429
O -0.2582 3.2387 2.7588 0.2014
F 1.3602 4.2571 3.8140 0.1216
S 3.5319 3.5245 -0.3125 0.6976
C 3.1332 5.1569 -0.8448 -0.0876
O 3.7471 2.6520 -1.4104 -0.2415
O 4.5680 3.6317 0.6557 -0.2247
H -1.8068 5.1742 2.0907 0.0632
H -3.1711 5.7351 1.1820 0.0807
H -2.6503 4.0816 0.9886 0.0620
H -0.5926 6.2268 0.4285 0.0984
H -1.9212 6.2136 -0.6914 0.1100
H -1.3103 4.2861 -1.7058 0.1138
H 0.2297 4.9253 -1.2538 0.0809
H -1.0461 2.9396 0.5334 0.1039
H -0.8476 2.6296 -3.4127 0.0135
H 1.4300 0.4846 -3.1662 0.1151
H 1.3643 3.5506 -3.7348 0.0845
H 0.0462 1.4573 1.3537 0.1187
H -1.2958 0.9659 -0.8702 0.0741
H -0.4402 -0.5307 -0.8040 0.0696
H -1.4120 -0.0476 1.8726 0.0627
H -3.9191 0.1253 1.2261 0.0580
H -3.3770 0.7672 -0.3065 0.0828
H -2.9853 1.6317 1.2118 0.0654
H 1.5851 -0.5870 -1.0684 0.0879
H 2.0577 -1.6830 0.1379 0.1191
H 3.8789 0.3834 -1.1473 0.0745
H 3.8010 -1.3397 -1.4557 0.1227
H 4.9838 -1.7258 0.3884 0.0830
H 5.4127 -0.1862 0.3303 0.0796
H 0.6337 0.0428 2.7929 0.1052
H 0.4332 -1.1914 1.5852 0.0861
H 3.1679 -1.4116 2.3548 0.1073
H 2.8764 -0.8770 4.6468 0.0582
H 2.2687 -2.5318 4.6053 0.0862
H 1.1435 -1.1524 4.6006 0.0795
H 2.4315 -3.2693 1.7906 0.0861
H 3.5487 1.3451 0.7458 0.0894
H 3.6774 3.4657 4.0395 0.1034
H 2.2402 1.6366 4.8351 0.1221
H 1.1439 4.7257 0.9084 0.1201
H 2.5792 4.5029 1.8637 0.1153
H 3.8728 5.3280 -1.6237 0.1007
H 2.1402 5.2500 -1.2607 0.0448
H 3.2827 5.8327 -0.0095 0.0876
O -5.0777 -2.6164 3.1704 -0.3035
S -4.6285 -3.8469 3.7510 0.5264
O -3.9765 -4.8221 2.9357 -0.2861
O -5.8325 -4.5171 4.5277 -0.2789
C -7.0799 -4.7204 3.8153 -0.2364
C -7.0145 -5.9185 2.8923 -0.0652
C -3.6199 -3.5048 5.1508 -0.1174
H -7.3557 -3.8132 3.2771 0.1146
H -7.8243 -4.8922 4.5894 0.1177
H -6.3323 -5.7452 2.0611 0.0725
H -8.0063 -6.1207 2.4882 0.0850
H -6.6673 -6.7958 3.4365 0.0847
H -4.1306 -2.7862 5.7858 0.0752
H -2.6887 -3.0897 4.7710 0.0731
H -3.4298 -4.4350 5.6792 0.0697
O 1.8620 3.3877 -6.2844 -0.2989
S 2.2422 3.8415 -7.5944 0.5637
O 2.6854 2.8803 -8.5526 -0.2605
O 3.3262 4.9821 -7.4449 -0.2564
C 4.4894 4.7046 -6.6224 -0.2382
C 5.5047 3.8279 -7.3226 -0.0579
C 0.9640 4.8202 -8.2930 -0.1117
H 4.1617 4.2657 -5.6785 0.1072
H 4.9064 5.6857 -6.4073 0.1227
H 5.1235 2.8186 -7.4715 0.0570
H 6.4109 3.7672 -6.7202 0.0873
H 5.7558 4.2384 -8.2997 0.0919
H 0.6557 5.5692 -7.5695 0.0760
H 0.1415 4.1464 -8.5230 0.0827
H 1.3413 5.2820 -9.2010 0.0820
O -7.4169 -7.3452 6.4670 -0.2772
S -7.0201 -7.0544 7.8123 0.5613
O -6.6570 -8.1107 8.7024 -0.2664
O -8.1357 -6.1524 8.4868 -0.2650
C -9.5036 -6.6314 8.4337 -0.2455
C -9.7770 -7.7238 9.4448 -0.0701
C -5.7361 -5.8528 7.8121 -0.1205
H -9.7280 -6.9559 7.4170 0.1127
H -10.1068 -5.7506 8.6419 0.1210
H -9.2363 -8.6367 9.2010 0.0738
H -10.8435 -7.9480 9.4584 0.0830
H -9.4681 -7.4092 10.4411 0.0858
H -6.0220 -5.0273 7.1652 0.0585
H -4.8409 -6.3397 7.4316 0.0787
H -5.5795 -5.5186 8.8341 0.0772
O 3.8290 -2.9693 -9.3956 -0.2707
S 4.9073 -2.7213 -8.4894 0.5630
O 4.7778 -3.1080 -7.1178 -0.2797
O 5.2928 -1.1828 -8.5649 -0.2628
C 4.2152 -0.2258 -8.4208 -0.2455
C 3.7694 -0.0716 -6.9834 -0.0731
C 6.4064 -3.3662 -9.1387 -0.1208
H 3.3867 -0.5146 -9.0675 0.1187
H 4.6191 0.7074 -8.8067 0.1100
H 3.2883 -0.9781 -6.6183 0.0725
H 3.0593 0.7510 -6.9076 0.0561
H 4.6207 0.1322 -6.3316 0.0855
H 6.5125 -3.0363 -10.1679 0.0764
H 6.3284 -4.4499 -9.0897 0.0787
H 7.2316 -3.0172 -8.5246 0.0754
```

=====

> Number 2 is which compound?

C30H70N9O10Pt

=====

> Among the records above, which one has the highest strongest force on any atom?

C30H70N8O26

=====

> strongest force on any atom of number 1 (C30H70N8O26)?

7.07 eV/Å

=====

> Number 1 is which compound?

C30H70N8O26